Entry A
C4H10N2O2 | the ωB97M-V functional and the def2-TZVPD basis

Cartesian coordinates (Å):
C -0.46 0.52 -1.69
N -0.27 -0.75 -2.10
C 1.02 -1.43 -2.01
O 0.45 1.25 -1.27
H -1.51 0.91 -1.86
H -1.07 -1.20 -2.52
H 1.83 -0.75 -1.73
H 1.22 -1.85 -3.00
H 0.95 -2.23 -1.28
C -0.58 -0.43 1.80
C -0.31 0.92 2.48
N 0.16 1.90 1.65
O -0.56 1.17 3.68
H -1.37 -0.39 1.08
H -0.86 -1.12 2.60
H 0.36 -0.87 1.36
H 0.54 2.73 2.10
H 0.45 1.62 0.69

Calculated values
net charge: +1
⟨S²⟩: 0.76
2S+1: 2
HOMO energy (alpha / beta): -13.66 / -13.64 eV

Mulliken population analysis, charges in e, atoms 1 to 4:
1. C 0.07
2. N -0.12
3. C -0.76
4. O -0.72

=====

Entry B
C4H10N2O2 | the ωB97M-V functional and the def2-TZVPD basis

Cartesian coordinates (Å):
C -0.57 1.78 -2.21
C 0.81 1.50 -1.76
O 1.71 2.36 -1.87
N 1.24 0.27 -1.46
H 2.26 0.24 -1.43
H 0.77 -0.53 -0.98
H -1.33 1.71 -1.43
H -0.74 1.21 -3.12
H -0.51 2.84 -2.60
C -0.88 -2.22 2.28
C -0.34 -1.22 1.27
O -0.21 -1.53 0.10
N 0.05 0.03 1.78
H -0.79 -3.22 1.88
H -1.95 -2.05 2.46
H 0.61 0.59 1.17
H 0.18 0.16 2.77
H -0.32 -1.93 3.16

Calculated values
net charge: +1
⟨S²⟩: 0.75
2S+1: 2
HOMO energy (alpha / beta): -14.11 / -14.09 eV

Mulliken population analysis, charges in e, atoms 1 to 4:
1. C -0.89
2. C 0.79
3. O -0.19
4. N -0.23

=====

Top of the stability list: entry B, leading by 29.8 kJ/mol.